A structure of composition C55H37BrClF3N6O11RbSb. Source: the Open Molecules 2025 dataset; level of theory: wB97M-V/def2-TZVPD.

ORCA input file:
```
! RIJCOSX wB97M-V def2-TZVPD def2/J DEFGRID3
* xyz -2 1
Rb -0.13102 1.59602 -1.86133
N -1.51909 2.02192 1.98304
C -2.20181 3.10187 2.47365
C -2.98536 3.03816 3.60639
C -3.61947 4.19028 4.11342
C -3.49849 5.39977 3.49173
C -2.73522 5.49300 2.30036
C -2.59743 6.69150 1.56179
C -1.88558 6.69067 0.40167
C -1.29558 5.48506 -0.04286
N -1.38011 4.35963 0.62240
C -2.08651 4.35272 1.78416
H -1.83616 1.10739 2.25228
H -1.15508 2.10479 1.04656
H -3.09623 2.08807 4.11915
H -4.21472 4.10308 5.01498
H -3.98627 6.28541 3.88363
H -3.07890 7.59303 1.92685
H -1.77058 7.58347 -0.20003
H -0.77227 5.47098 -0.98871
C -4.28127 0.66231 1.10896
O -3.37265 0.17297 0.13913
C -3.75696 -0.93827 -0.54105
C -4.89357 -1.65420 -0.22717
C -5.21189 -2.76457 -1.00161
Br -6.78208 -3.75369 -0.57116
C -4.44355 -3.14230 -2.06528
C -3.28638 -2.41353 -2.39599
C -2.91767 -1.31508 -1.61791
O -1.86749 -0.49752 -1.82798
C -2.61948 -2.84482 -3.64754
N -3.26533 -3.51626 -4.57848
C -2.33094 -3.73768 -5.57009
C -2.45063 -4.39987 -6.79415
C -1.33095 -4.47836 -7.60152
C -0.10460 -3.90757 -7.21528
C 0.03121 -3.24309 -6.01130
C -1.10132 -3.17330 -5.20327
N -1.31899 -2.61383 -3.96985
H -5.27085 0.82926 0.67479
H -3.88399 1.61154 1.45543
H -4.37301 -0.02708 1.95452
H -5.52852 -1.37459 0.59918
H -4.71099 -3.97922 -2.69235
H -0.97122 -0.93977 -1.98586
H -3.39792 -4.83241 -7.09431
H -1.39528 -4.98593 -8.55725
H 0.74904 -3.98778 -7.87756
H 0.96639 -2.78660 -5.70931
H -0.60437 -2.17954 -3.37304
O 0.90875 0.00257 -3.61174
C 1.29550 -0.65795 -2.63904
O 0.53504 -1.42511 -1.93910
C 2.72764 -0.56902 -2.18541
C 3.74113 -0.87109 -3.03410
C 5.07690 -0.87335 -2.56952
C 5.35668 -0.62117 -1.24999
C 4.32770 -0.31866 -0.37137
C 2.95806 -0.14862 -0.81099
O 2.05133 0.35295 -0.12239
N 4.65878 -0.18934 1.02030
O 3.74667 -0.33880 1.82214
O 5.82004 0.01146 1.36725
N 6.15581 -1.18778 -3.47212
O 5.88077 -1.46529 -4.63249
O 7.30760 -1.14520 -3.05443
H 3.54274 -1.12636 -4.06671
H 6.36893 -0.68502 -0.88610
F 4.35604 -1.55055 8.03493
C 3.63912 -1.24854 6.92501
C 2.36563 -1.75848 6.79970
C 1.63664 -1.44599 5.65675
C 2.16487 -0.63774 4.64793
C 3.45949 -0.14028 4.82961
C 4.20599 -0.44294 5.96303
Sb 1.08385 -0.09139 2.82704
C 1.16008 -2.01415 1.87007
C 0.91083 -2.06512 0.49641
C 0.87282 -3.27882 -0.18308
C 1.08503 -4.43391 0.53594
F 1.04600 -5.62447 -0.10632
C 1.34591 -4.42757 1.89155
C 1.38380 -3.20703 2.55494
C -0.83163 -0.55865 3.79589
C -1.20205 0.13828 4.95024
C -2.40054 -0.11451 5.60621
C -3.24504 -1.06812 5.07630
F -4.41537 -1.32509 5.71034
C -2.94255 -1.76238 3.92623
C -1.72916 -1.49988 3.29289
H 1.95645 -2.38720 7.58063
H 0.63619 -1.85038 5.56297
H 3.90849 0.48080 4.06559
H 5.21352 -0.06831 6.09416
H 0.76711 -1.15201 -0.07451
H 0.69330 -3.31588 -1.25056
H 1.51717 -5.36277 2.41045
H 1.60432 -3.19746 3.61533
H -0.53683 0.89491 5.35777
H -2.68232 0.41467 6.50867
H -3.63885 -2.49778 3.54197
H -1.48257 -2.05353 2.39316
Cl 5.89413 2.41910 -3.39766
C 4.24495 2.99278 -3.33200
C 3.61601 3.37431 -4.50622
C 2.32303 3.87098 -4.45128
C 1.64728 3.97667 -3.24113
C 2.30115 3.58608 -2.07225
C 3.60091 3.09164 -2.11122
C 0.22790 4.55023 -3.19836
O 0.12512 5.76889 -3.41892
O -0.67697 3.71855 -2.91131
H 4.14319 3.29529 -5.44798
H 1.83346 4.20105 -5.36030
H 1.80996 3.71479 -1.11098
H 4.11526 2.80167 -1.20363
*
```

Calculated values
E_HOMO (hartree): -0.1416
LUMO level (eV): 3.37
Gap between HOMO and LUMO (eV): 7.23
Maximum force (eV/Å): 2.02
ΔE to the lowest compared entry with this formula, charge and spin (kJ/mol): 121.81

Atom charges from the Mulliken analysis, given in e for atoms 1 to 5:
1 Rb 1.28
2 N 0.88
3 C -1.06
4 C 0.25
5 C -0.83